This record from the Open Molecules 2025 dataset describes an isolated molecule of C5H6O2. The level of theory is the ωB97M-V functional and the def2-TZVPD basis.

Element x y z (Å)
O: -0.5108 -2.1682 0.2978
C: -0.9020 -1.0414 1.0694
C: -0.3623 0.3194 0.7480
C: 0.9202 0.4800 0.1632
C: 0.8127 1.7621 -0.6755
C: -0.0893 0.6053 -0.8980
O: 1.2688 -0.3806 -0.8426
H: 0.4181 -2.0540 0.0578
H: -0.6709 -1.1858 2.1396
H: -1.9948 -1.0080 1.0030
H: 1.6029 1.9234 -1.4018
H: 0.3728 2.6246 -0.1862
H: -0.8652 0.1232 -1.4749

Summary:
Lowest unoccupied orbital energy, eV: 0.23
HOMO-LUMO gap, eV: 8.77
Net charge: 0
HOMO energy, eV: -8.5
Largest force on an atom, eV Å⁻¹: 0.59

---

This record from the Open Molecules 2025 dataset describes an isolated molecule of C5H6O2. The level of theory is the ωB97M-V functional and the def2-TZVPD basis.

Element x y z (Å)
O: 1.0718 2.1988 0.3927
C: 0.6448 1.0799 0.2598
C: 1.4815 -0.1842 -0.0089
O: 0.7947 -0.8352 -1.0560
C: -0.5464 -0.4462 -0.9466
C: -1.2163 -0.6333 0.5740
C: -0.7743 0.6927 0.0667
H: 1.4651 -0.8462 0.8648
H: 2.5096 0.0448 -0.2875
H: -0.9838 -0.6557 -1.9306
H: -0.6281 -1.1497 1.3395
H: -2.2881 -0.7257 0.8073
H: -1.5305 1.4599 -0.0751

Summary:
Lowest unoccupied orbital energy, eV: 0.93
HOMO-LUMO gap, eV: 9.91
Net charge: 0
HOMO energy, eV: -9.0
Largest force on an atom, eV Å⁻¹: 2.70